1.
The following is a DFT calculation (ωB97M-V with the def2-TZVPD basis set) of a molecular structure, C24H46N2O2PdSb.

Last column: Mulliken charge in e.
Cartesian coordinates (Å):
1 Pd 0.144 0.496 0.213  0.029
2 C 0.039 1.324 5.451  -1.264
3 C 0.067 1.529 3.950  -0.663
4 Sb 0.032 -0.278 2.795  -0.199
5 C 1.614 -1.342 3.789  -0.823
6 C 2.930 -0.588 3.802  -0.986
7 C -1.608 -1.255 3.795  -1.085
8 C -2.927 -0.553 3.532  -0.968
9 H 0.068 2.279 5.974  0.444
10 H 0.891 0.740 5.793  0.273
11 H -0.865 0.806 5.769  0.268
12 H 0.959 2.075 3.636  0.511
13 H -0.783 2.131 3.616  0.431
14 H 1.721 -2.303 3.286  0.503
15 H 1.266 -1.547 4.802  0.555
16 H 3.329 -0.462 2.794  0.134
17 H 3.681 -1.119 4.384  0.405
18 H 2.822 0.404 4.237  0.269
19 H -1.389 -1.294 4.861  0.630
20 H -1.633 -2.287 3.444  0.638
21 H -2.904 0.474 3.898  0.296
22 H -3.758 -1.053 4.027  0.425
23 H -3.152 -0.518 2.464  0.003
24 C 1.282 -1.487 -1.800  -0.858
25 C 2.202 -1.147 -0.627  1.180
26 C 3.656 -1.503 -0.967  -1.811
27 C 2.094 0.312 -0.225  -1.540
28 H 1.199 -2.566 -1.927  0.365
29 H 1.674 -1.069 -2.727  0.513
30 H 0.265 -1.078 -1.667  -0.316
31 H 1.912 -1.766 0.240  -0.136
32 H 4.008 -0.894 -1.798  0.395
33 H 3.744 -2.550 -1.255  0.462
34 H 4.315 -1.330 -0.119  0.374
35 H 2.380 0.995 -1.026  0.671
36 H 2.676 0.537 0.678  0.569
37 C -1.984 1.752 -2.116  -0.556
38 N -2.904 2.113 -1.006  0.229
39 C -3.771 3.247 -1.398  -0.867
40 C -2.182 2.366 0.298  -0.082
41 C -0.945 3.192 0.129  1.588
42 C -1.036 4.581 0.171  -0.532
43 C 0.095 5.357 0.031  -0.906
44 C 1.321 4.725 -0.129  -0.776
45 C 1.410 3.342 -0.145  -0.263
46 C 0.285 2.522 -0.019  -0.075
47 H -2.563 1.238 -2.880  0.394
48 H -1.177 1.106 -1.723  0.007
49 H -1.552 2.669 -2.514  0.425
50 H -3.491 1.290 -0.827  0.302
51 H -3.138 4.121 -1.548  0.388
52 H -4.493 3.435 -0.606  0.361
53 H -4.284 2.995 -2.323  0.365
54 H -1.952 1.359 0.684  -1.055
55 H -2.917 2.814 0.971  0.733
56 H -1.996 5.056 0.343  0.511
57 H 0.030 6.435 0.064  0.414
58 H 2.218 5.319 -0.228  0.442
59 H 2.395 2.909 -0.246  0.353
60 O -4.304 -1.839 -0.451  -0.587
61 C -3.009 -1.614 -0.532  -0.467
62 O -2.525 -0.524 -0.299  -0.273
63 C -2.185 -2.822 -0.925  0.767
64 N -3.074 -3.943 -1.230  -0.579
65 C -2.659 -5.109 -0.426  -0.733
66 C -1.237 -4.795 0.038  -0.810
67 C -1.287 -3.285 0.236  0.487
68 H -1.568 -2.535 -1.785  0.451
69 H -3.070 -4.161 -2.220  0.270
70 H -4.409 -2.793 -0.731  0.452
71 H -2.733 -6.017 -1.023  0.410
72 H -3.330 -5.217 0.431  0.256
73 H -0.515 -5.056 -0.738  0.316
74 H -0.965 -5.326 0.946  0.439
75 H -0.313 -2.794 0.212  -0.371
76 H -1.758 -3.040 1.191  -0.120

Summary:
E_tot ... -42720.0519 eV
Charge ... +1
HOMO-LUMO gap ... 7.6 eV
LUMO level ... -2.108 eV

=====

2.
The following is a DFT calculation (ωB97M-V with the def2-TZVPD basis set) of a molecular structure, C24H46NO6SSi4Ti.

Last column: Mulliken spin population.
Cartesian coordinates (Å):
1 Ti -0.414 0.251 0.501  0.215
2 O 0.429 0.841 3.432  -0.008
3 C -0.227 1.298 2.242  0.042
4 O 0.633 1.648 1.243  -0.021
5 C -1.237 2.340 2.665  0.001
6 O -2.535 2.165 2.103  0.002
7 C -3.236 1.058 2.615  -0.003
8 C -3.088 -0.306 1.915  -0.002
9 O -3.838 -1.184 2.331  0.001
10 O -2.249 -0.440 0.951  -0.030
11 H 1.134 0.268 3.121  -0.004
12 H -0.904 3.327 2.332  0.000
13 H -1.317 2.336 3.759  -0.001
14 H -2.997 0.893 3.674  -0.001
15 H -4.301 1.294 2.556  0.000
16 C -1.947 4.034 -0.215  0.001
17 O -1.467 2.771 -0.572  -0.011
18 Si -1.978 1.832 -1.851  -0.009
19 C -2.194 3.049 -3.295  0.000
20 C -3.748 1.282 -1.484  0.001
21 C -0.727 0.507 -1.903  0.023
22 Si 0.872 1.126 -2.605  -0.012
23 C 1.465 2.717 -1.771  0.007
24 C 2.302 -0.114 -2.528  -0.012
25 C 0.830 1.611 -4.451  0.001
26 Si -1.383 -0.941 -2.861  0.007
27 C -2.408 -0.360 -4.372  0.000
28 C -2.547 -2.107 -1.938  0.004
29 C -0.095 -2.016 -3.745  0.001
30 H -2.232 4.630 -1.091  0.000
31 H -1.155 4.574 0.312  0.000
32 H -2.809 3.950 0.455  0.000
33 H -3.091 3.656 -3.135  0.000
34 H -2.318 2.518 -4.240  0.000
35 H -1.339 3.723 -3.390  0.000
36 H -4.238 2.086 -0.923  0.000
37 H -3.777 0.382 -0.871  0.000
38 H -4.335 1.113 -2.391  0.000
39 H 1.452 2.640 -0.683  -0.001
40 H 0.831 3.562 -2.056  0.000
41 H 2.485 2.938 -2.105  0.001
42 H 2.475 -0.568 -3.507  -0.002
43 H 3.224 0.398 -2.237  0.004
44 H 2.114 -0.921 -1.818  0.008
45 H 0.118 2.412 -4.656  0.000
46 H 0.581 0.761 -5.092  0.000
47 H 1.826 1.963 -4.743  0.000
48 H -3.306 0.203 -4.106  0.000
49 H -2.729 -1.250 -4.925  0.000
50 H -1.810 0.256 -5.049  0.000
51 H -3.479 -2.239 -2.500  0.001
52 H -2.785 -1.747 -0.937  0.002
53 H -2.075 -3.084 -1.818  -0.001
54 H 0.473 -1.449 -4.487  -0.001
55 H -0.640 -2.803 -4.279  0.001
56 H 0.600 -2.487 -3.052  0.003
57 S 0.552 -2.609 -0.229  0.346
58 C 0.782 -1.346 0.861  0.286
59 C 1.132 -2.147 4.934  0.001
60 Si 1.064 -2.802 3.169  -0.005
61 C 2.086 -4.390 3.072  0.003
62 C -0.715 -3.239 2.844  0.030
63 N 1.659 -1.606 2.009  0.081
64 C 2.964 -1.129 1.980  0.023
65 C 3.907 -1.486 2.962  -0.003
66 C 5.203 -0.995 2.929  -0.002
67 C 5.614 -0.131 1.925  0.003
68 C 4.690 0.231 0.951  0.003
69 C 3.396 -0.254 0.970  -0.009
70 H 0.867 -2.959 5.619  0.000
71 H 0.407 -1.339 5.044  0.000
72 H 2.107 -1.757 5.232  0.001
73 H 1.475 -5.236 3.403  0.001
74 H 2.993 -4.373 3.679  0.000
75 H 2.366 -4.565 2.031  -0.001
76 H -1.083 -3.825 3.693  0.003
77 H -0.814 -3.832 1.935  -0.003
78 H -1.357 -2.363 2.733  -0.009
79 H 3.631 -2.162 3.757  0.000
80 H 5.897 -1.300 3.705  0.000
81 H 6.627 0.252 1.902  0.000
82 H 4.975 0.911 0.156  0.001
83 H 2.689 0.052 0.215  0.043

Summary:
E_tot ... -104878.1365 eV
Charge ... -2
HOMO-LUMO gap (alpha / beta) ... 5.0 / 6.2 eV
2S+1 ... 2
LUMO level (alpha / beta) ... 4.625 / 4.626 eV